No. 1
Below is a cluster of 6 separate species, C23H37N2O20S5 in total, with properties calculated with ωB97M-V/def2-TZVPD.

Results
Net charge: +1
Maximum force, eV/Å: 6.83

```
87
Properties=species:S:1:pos:R:3:forces:R:3:mulliken_charge:R:1
C -4.4655 1.1404 3.2860 2.797 -3.315 -1.780 -0.479
C -2.8787 1.3438 2.8896 -1.703 -4.590 -0.690 -0.256
C -2.0868 0.0511 2.2670 -4.298 -0.083 1.245 -0.068
C -2.8877 -1.3654 2.0422 -0.401 2.219 0.635 0.151
C -2.1841 -2.7407 1.4528 -1.592 -0.256 0.374 -0.710
C -1.6710 -3.6032 2.7429 -0.344 -0.396 1.109 -0.518
C -0.2122 -3.1914 3.3481 0.103 -0.725 0.546 -0.328
C 0.8058 -2.4277 2.3237 0.739 -0.689 0.708 -0.279
N 1.9680 -1.8993 3.1908 3.946 1.653 2.760 0.359
C 3.4321 -2.2667 3.0672 0.905 2.363 3.147 -0.382
C 4.3373 -1.5052 4.2243 -5.177 0.061 -0.744 -0.519
C 3.3024 -0.6142 5.1301 -2.186 -3.805 -5.232 -0.523
C 1.8692 -0.9390 4.3890 2.711 -0.113 0.453 -0.139
N -4.3803 -1.5009 2.4191 2.711 4.740 0.754 0.018
C -5.1385 -0.3317 3.0083 2.451 1.714 -0.105 -0.180
H -5.0280 2.0552 3.7652 0.919 -2.351 -1.119 0.364
H -2.2652 2.3324 3.0448 -1.573 -2.061 -0.277 0.371
H -0.9485 0.1545 2.0081 -2.546 -0.443 0.448 0.207
H -3.0618 -3.3683 0.9453 1.818 1.456 1.024 0.390
H -1.3920 -2.5561 0.6141 -1.490 -0.006 1.821 0.368
H -2.4630 -3.4091 3.6146 1.638 -0.487 -1.900 0.266
H -1.7008 -4.7865 2.5840 0.011 2.784 -0.191 0.347
H -0.3748 -2.6071 4.3695 0.537 -0.958 -2.423 0.286
H 0.3240 -4.2106 3.6615 -1.099 2.347 -0.653 0.262
H 1.2750 -3.2272 1.5862 -0.959 1.805 1.512 0.222
H 0.3359 -1.5741 1.6784 0.933 -1.507 1.397 -0.202
H 3.9000 -3.0033 2.2602 -1.570 1.864 1.835 0.343
H 5.4887 -1.5829 4.4395 -2.627 0.017 -0.840 0.389
H 3.4806 0.0637 6.0768 -0.507 -1.623 -2.349 0.298
H 0.8127 -0.5017 4.7051 2.535 -1.157 -0.888 0.229
H -4.8601 -2.4243 2.2858 0.676 1.297 0.168 0.341
H -6.2815 -0.5052 3.2783 2.808 0.245 -0.694 0.369
C 5.5987 -4.4458 6.3025 0.384 0.115 -0.588 -0.276
C 4.5642 -4.8513 5.2561 -0.239 0.686 0.169 -0.165
O 4.3190 -6.2360 5.4907 0.509 -0.393 0.905 -0.335
S 4.4834 -6.5406 7.0846 -0.072 -0.441 0.310 1.088
O 3.1676 -6.5278 7.6845 1.768 -0.184 -0.599 -0.543
O 5.4121 -7.6349 7.2474 -1.482 1.313 -0.182 -0.522
O 5.2395 -5.1536 7.4879 -0.803 -0.700 -0.273 -0.338
H 6.6037 -4.7640 6.0072 -0.082 0.053 -0.024 0.317
H 5.5987 -3.3682 6.4871 -0.133 -0.263 0.171 0.252
H 4.9190 -4.6900 4.2353 -0.057 -0.278 0.195 0.273
H 3.6225 -4.3119 5.4032 0.160 0.087 -0.068 0.234
C -4.5422 1.1501 -0.3024 -0.319 0.118 0.210 0.194
C -5.8653 0.6098 -0.8382 0.304 -0.406 -0.154 -0.303
O -6.4004 1.6606 -1.6396 0.710 0.425 0.286 -0.355
S -5.1698 2.4906 -2.3156 -0.454 0.826 -1.772 1.112
O -4.9725 1.9913 -3.6583 -3.875 4.026 3.009 -0.403
O -5.3446 3.8926 -2.0149 0.281 -1.747 -0.263 -0.600
O -3.9759 1.9027 -1.3739 -0.688 -0.103 -0.257 -0.312
H -4.7062 1.8286 0.5410 -0.033 -0.086 -0.055 0.135
H -3.8626 0.3498 0.0024 0.036 0.187 -0.264 -0.081
H -6.5603 0.3423 -0.0387 -0.065 0.253 -0.176 0.346
H -5.7032 -0.2590 -1.4849 0.042 0.003 0.116 0.306
C -2.0370 -1.2078 -6.0937 -0.340 -0.461 -0.310 -0.382
C -2.7824 -0.3409 -7.1049 0.647 -0.160 -0.380 -0.370
O -3.5111 0.6023 -6.3224 0.254 -0.003 1.197 -0.310
S -2.6654 0.9323 -4.9673 -0.081 -0.175 0.336 1.101
O -1.9257 2.1559 -5.1838 -0.924 -1.410 0.682 -0.604
O -3.5290 0.7257 -3.8280 4.890 -2.453 -2.350 -0.480
O -1.6213 -0.3163 -5.0605 -0.277 0.847 -0.335 -0.195
H -2.7017 -1.9564 -5.6506 0.037 0.030 -0.096 0.270
H -1.1716 -1.7077 -6.5370 -0.036 0.239 0.213 0.317
H -3.4587 -0.9237 -7.7347 -0.076 0.223 0.254 0.317
H -2.0833 0.2147 -7.7388 -0.035 -0.135 0.019 0.301
C 1.2661 2.5910 -1.9549 0.266 0.894 -0.322 -0.267
C 1.3755 2.4703 -3.4725 -0.889 0.220 -0.076 0.886
O 2.3873 1.4913 -3.6970 0.414 -0.875 1.239 -0.298
S 2.3495 0.4022 -2.4834 0.359 0.153 -0.507 1.093
O 1.5845 -0.7418 -2.9274 1.017 1.068 0.855 -0.531
O 3.6775 0.2928 -1.9260 -1.736 -0.218 -0.761 -0.542
O 1.4241 1.2644 -1.4546 0.237 -0.868 -0.600 -0.296
H 2.0753 3.2067 -1.5491 -0.083 -0.004 -0.080 0.275
H 0.3035 3.0043 -1.6420 0.121 -0.286 -0.026 0.327
H 1.6429 3.4172 -3.9475 -0.052 -0.820 0.272 -0.462
H 0.4419 2.0967 -3.9065 0.009 0.107 0.072 -0.185
C 3.9582 7.5920 -5.1307 0.431 0.151 -0.697 -0.353
C 2.9237 7.1866 -6.1772 -0.205 0.809 0.124 -0.324
O 2.6785 5.8018 -5.9426 0.465 -0.510 1.123 -0.307
S 2.8428 5.4972 -4.3486 0.494 0.496 -0.272 1.208
O 1.5271 5.5100 -3.7488 1.609 -0.131 -0.405 -0.574
O 3.7715 4.4030 -4.1859 -1.523 1.180 -0.072 -0.544
O 3.5989 6.8842 -3.9454 -0.925 -0.909 -0.158 -0.301
H 4.9632 7.2738 -5.4261 -0.100 0.065 -0.009 0.293
H 3.9582 8.6696 -4.9461 -0.105 -0.271 0.184 0.316
H 3.2784 7.3478 -7.1979 -0.042 -0.305 0.180 0.314
H 1.9820 7.7259 -6.0300 0.126 0.022 -0.043 0.286
```
Positions in Å, forces in eV/Å.

---

No. 2
Below is a cluster of 3 separate species, C53H67N4O8P in total, with properties calculated with ωB97M-V/def2-TZVPD.

Results
Maximum force, eV/Å: 4.34

```
133
Properties=species:S:1:pos:R:3:forces:R:3:mulliken_charge:R:1
C 3.2270 -6.1611 0.5427 0.057 -0.281 0.178 -1.118
C 4.4469 -5.8278 1.3834 -0.193 0.225 -0.002 -0.642
C 5.1239 -4.5250 0.9745 0.176 -0.053 0.282 -0.621
C 4.5077 -3.3069 1.6565 0.108 0.038 -0.174 -0.855
C 4.7516 -1.9755 0.9422 -0.159 0.122 0.049 -1.221
C 3.5389 -1.0230 0.8923 0.390 0.219 -0.171 0.572
C 3.6922 0.2449 1.7588 -0.488 -0.407 0.164 0.263
C 2.5466 0.4358 2.7575 0.090 0.058 -0.166 -1.643
C 1.3339 1.2218 2.2207 0.276 -0.325 0.574 0.321
C 0.0026 0.4883 2.4088 -0.208 0.407 -0.176 -1.320
C -1.0111 0.6745 1.2821 0.277 -0.107 -0.338 -0.906
C -0.4177 0.5541 -0.1333 -0.213 0.467 0.334 0.560
C -1.4089 -0.0396 -1.1298 0.618 -0.248 -0.074 -3.222
C -0.8699 -0.9458 -2.2896 -0.204 0.331 0.332 1.857
N 0.0439 -1.8578 -1.6089 -0.076 -0.333 -0.535 0.331
C 0.5834 -3.0804 -2.2131 0.235 -0.111 0.526 -0.314
C 2.0843 -2.9550 -2.4658 -0.105 0.039 0.468 -1.783
C -2.2127 -1.5260 -2.9223 -0.171 0.247 0.147 -0.459
C -2.5700 -2.9825 -2.7693 -0.241 -0.354 -0.223 -1.554
C -2.9835 -3.3040 -1.3526 -0.903 0.847 1.009 0.234
O -3.7117 -2.5414 -0.6983 1.798 -1.471 -0.899 -0.540
N -2.4703 -4.5335 -0.8551 -1.284 0.959 0.204 0.215
C -3.1501 -5.6522 -1.5541 0.576 -0.157 0.069 -1.066
C -2.6685 -4.6062 0.5959 0.276 -0.374 -0.161 -1.089
N -2.3926 -0.9921 -4.2720 -0.214 0.587 0.133 -0.379
C -1.7016 0.2581 -4.1738 -0.792 3.227 -1.136 -1.007
O -2.1413 1.3836 -4.4877 1.440 -3.908 1.214 -0.587
C -0.3330 -0.0412 -3.4447 -0.694 0.339 -0.385 2.256
C 0.3379 1.2814 -3.0701 0.445 -0.084 0.125 -2.148
C 1.6734 1.1768 -2.3174 0.032 -0.277 -0.200 -0.793
P 0.5711 -0.6968 -4.9162 -0.642 -0.073 -1.084 0.950
N -0.1839 -0.2752 -6.2044 0.369 0.110 0.861 -0.922
O 0.7125 -2.2745 -4.7968 -0.190 0.138 -0.427 -0.653
O 2.1171 -0.2673 -4.8290 -0.030 -0.220 0.259 -0.624
H 2.4184 -5.4613 0.7274 -0.144 0.228 -0.129 0.235
H 2.8580 -7.1487 0.8044 -0.150 -0.155 0.021 0.405
H 3.4664 -6.1786 -0.5156 0.005 0.099 -0.228 0.287
H 4.1150 -5.7183 2.4144 0.101 -0.135 0.277 0.315
H 5.1507 -6.6531 1.3600 0.144 -0.162 -0.066 0.400
H 6.1704 -4.5780 1.2656 0.254 0.051 -0.113 0.319
H 5.1063 -4.4118 -0.1067 -0.067 -0.001 -0.253 0.429
H 3.4381 -3.4586 1.7784 -0.235 -0.074 0.003 0.461
H 4.9434 -3.2560 2.6501 -0.195 -0.004 0.344 0.337
H 5.1041 -2.1673 -0.0672 0.021 -0.103 -0.227 0.553
H 5.5613 -1.4538 1.4428 0.272 0.087 -0.019 0.531
H 2.6402 -1.5587 1.1817 -0.225 -0.141 0.057 0.302
H 3.3926 -0.7251 -0.1425 -0.157 0.036 -0.202 -0.604
H 3.7419 1.1153 1.1143 0.264 0.287 0.026 -0.693
H 4.6156 0.1593 2.3214 0.292 0.172 0.006 0.650
H 2.9179 0.9262 3.6523 0.127 0.119 0.125 0.328
H 2.2356 -0.5585 3.0661 -0.140 -0.191 0.203 0.787
H 1.5164 1.4918 1.1875 -0.049 -0.001 -0.268 -0.245
H 1.3154 2.1467 2.7861 -0.164 0.371 -0.170 0.637
H 0.1718 -0.5728 2.5674 0.123 -0.255 -0.091 0.416
H -0.4714 0.8615 3.3132 -0.026 -0.149 0.310 0.454
H -1.7932 -0.0721 1.3942 -0.258 -0.016 0.155 0.367
H -1.4681 1.6561 1.3631 -0.277 0.126 0.128 0.378
H 0.5281 0.0281 -0.0945 0.040 -0.384 -0.095 -0.144
H -0.1793 1.5680 -0.4368 0.235 0.105 -0.143 0.292
H -2.0082 0.7574 -1.5577 -0.302 0.069 -0.095 0.598
H -2.0800 -0.6857 -0.5730 -0.300 -0.099 0.047 0.618
H -0.3931 -2.1075 -0.7374 -0.021 0.068 0.260 0.552
H 0.4555 -3.8734 -1.4818 -0.177 -0.189 0.105 0.658
H 0.0637 -3.4042 -3.1004 -0.087 0.085 -0.092 0.464
H 2.6194 -3.2076 -1.5561 0.223 -0.008 0.132 -0.112
H 2.3426 -1.9250 -2.6894 0.152 0.136 -0.228 0.386
H 2.4355 -3.6326 -3.2391 0.147 -0.166 -0.180 0.565
H -2.9955 -1.0113 -2.3741 -0.187 -0.062 0.228 0.485
H -1.8299 -3.6981 -3.1023 0.193 0.026 -0.076 0.324
H -3.4531 -3.1425 -3.3894 -0.175 0.034 -0.128 0.846
H -2.4435 -6.4294 -1.8216 0.169 -0.135 -0.051 0.312
H -3.6552 -5.3225 -2.4529 0.005 0.106 -0.210 0.416
H -3.9009 -6.0947 -0.9067 -0.193 0.022 0.152 0.387
H -3.7172 -4.5867 0.8779 -0.223 0.058 0.032 0.371
H -2.2258 -5.5313 0.9462 0.097 -0.179 0.092 0.428
H -2.1611 -3.7777 1.0725 0.058 0.174 0.088 0.265
H -2.0500 -1.5463 -5.0437 0.147 -0.092 -0.183 0.495
H 0.4791 1.8363 -3.9945 -0.111 0.251 -0.150 0.914
H -0.3638 1.8648 -2.4903 -0.238 0.119 -0.014 0.450
H 1.8111 0.1786 -1.9154 0.003 -0.124 0.207 -0.344
H 1.7274 1.8768 -1.4935 -0.001 0.176 0.135 0.350
H 2.5217 1.3542 -2.9682 0.150 0.141 -0.083 0.484
H 0.3590 0.2339 -6.8822 -0.107 -0.088 -0.391 0.250
H 1.5947 -2.5255 -4.5170 0.272 -0.258 0.138 0.284
H 2.1612 0.6349 -5.1484 0.406 0.424 -0.090 0.401
C 6.5417 5.1763 -1.4527 -0.016 -0.035 0.007 -0.529
C 5.6505 4.1173 -1.3151 0.020 0.035 -0.003 -0.725
C 4.9887 3.9176 -0.1167 0.008 -0.022 -0.101 -0.227
C 5.2214 4.7719 0.9535 0.018 0.064 0.068 0.136
C 6.1289 5.8243 0.8209 -0.052 -0.034 0.083 0.509
C 6.7811 6.0273 -0.3881 0.030 -0.025 -0.095 -0.749
C 6.4255 6.7332 1.9663 -0.001 0.015 -0.001 0.470
O 7.2069 7.6518 1.8505 0.030 0.024 -0.004 -0.681
C 5.7321 6.4692 3.2609 -0.026 -0.072 -0.074 0.315
C 6.0252 7.2693 4.3570 -0.014 0.036 0.096 -0.600
C 5.3843 7.0486 5.5635 -0.029 -0.028 0.002 -0.501
C 4.4428 6.0318 5.6797 0.025 0.027 -0.004 -0.545
C 4.1493 5.2287 4.5918 -0.016 0.018 0.100 -0.502
C 4.7963 5.4396 3.3815 0.057 0.022 -0.084 0.147
C 4.4843 4.5469 2.2298 0.008 -0.019 -0.041 0.394
O 3.6618 3.6616 2.3240 -0.070 -0.066 0.048 -0.587
H 7.0525 5.3344 -2.3926 0.012 0.000 -0.024 0.396
H 5.4726 3.4480 -2.1459 -0.007 -0.010 -0.024 0.447
H 4.2903 3.1013 0.0008 -0.033 0.005 0.060 0.476
H 7.4743 6.8506 -0.4820 0.019 0.038 0.062 0.485
H 6.7554 8.0588 4.2542 0.026 0.016 -0.071 0.483
H 5.6165 7.6704 6.4171 -0.001 0.017 0.023 0.393
H 3.9397 5.8656 6.6224 -0.009 -0.001 0.026 0.419
H 3.4220 4.4335 4.6704 -0.009 -0.046 -0.058 0.491
C -9.9170 1.4922 4.0300 0.000 0.030 -0.015 -0.478
C -9.9497 2.7324 3.4015 0.001 -0.032 0.010 -0.475
C -9.4057 2.8862 2.1385 -0.055 0.042 0.081 -0.585
C -8.8183 1.8018 1.5003 0.044 -0.084 -0.032 0.175
C -8.7707 0.5609 2.1382 0.039 0.030 -0.080 0.203
C -9.3288 0.4095 3.4007 -0.049 0.040 0.088 -0.565
C -8.1136 -0.6128 1.4919 0.000 -0.025 -0.007 0.539
O -8.0814 -1.6914 2.0453 0.002 -0.023 0.019 -0.675
C -7.4972 -0.4114 0.1506 -0.041 0.099 0.049 0.208
C -6.8369 -1.4725 -0.4508 0.048 -0.067 -0.073 -0.616
C -6.2666 -1.3110 -1.7005 -0.105 0.131 -0.103 -0.250
C -6.3562 -0.0906 -2.3596 0.004 -0.016 0.007 -0.480
C -7.0096 0.9747 -1.7621 0.067 -0.035 -0.068 -0.812
C -7.5773 0.8217 -0.5045 -0.032 -0.023 0.098 0.211
C -8.2524 1.9875 0.1312 0.001 0.007 -0.020 0.669
O -8.3399 3.0541 -0.4382 0.004 0.032 -0.010 -0.663
H -10.3492 1.3731 5.0142 -0.010 0.002 0.025 0.398
H -10.4022 3.5793 3.8990 -0.019 0.016 0.013 0.399
H -9.4298 3.8430 1.6374 0.022 0.002 -0.075 0.476
H -9.2937 -0.5582 3.8799 0.043 -0.055 -0.034 0.473
H -6.7677 -2.4164 0.0695 -0.024 -0.008 0.065 0.502
H -5.7486 -2.1347 -2.1645 0.047 -0.062 -0.024 0.360
H -5.9077 0.0311 -3.3371 0.022 0.002 -0.012 0.442
H -7.0809 1.9301 -2.2615 -0.024 0.057 0.037 0.489
```
Positions in Å, forces in eV/Å.

---

no.,E_HOMO (eV),LUMO level (eV)
1,-10.000,-5.5
2,-8.703,-1.1